Entry 1:
{"formula": "C34H45BrCaN6O2S2", "method": "ωB97M-V/def2-TZVPD", "species": ["Ca", "N", "C", "C", "N", "C", "C", "N", "C", "C", "N", "H", "H", "H", "H", "H", "H", "H", "H", "H", "H", "H", "H", "H", "H", "H", "H", "H", "H", "O", "S", "C", "C", "C", "C", "S", "O", "C", "C", "C", "C", "C", "C", "C", "C", "C", "C", "C", "C", "H", "H", "H", "H", "H", "H", "H", "H", "H", "H", "H", "H", "H", "H", "H", "H", "H", "H", "Br", "C", "C", "C", "C", "C", "C", "N", "C", "C", "C", "C", "C", "C", "N", "H", "H", "H", "H", "H", "H", "H", "H", "H"], "coordinates": [[0.314, -0.287, 1.029], [2.706, -0.043, 0.144], [3.202, -1.303, -0.450], [2.074, -2.218, -0.888], [1.066, -2.514, 0.147], [-0.099, -3.178, -0.481], [-1.391, -2.986, 0.286], [-1.738, -1.554, 0.408], [1.588, -3.351, 1.248], [2.233, -2.609, 2.412], [1.350, -1.550, 2.919], [2.385, 0.606, -0.571], [3.469, 0.431, 0.614], [3.832, -1.793, 0.288], [3.839, -1.127, -1.321], [2.507, -3.146, -1.285], [1.542, -1.743, -1.715], [0.094, -4.251, -0.597], [-0.218, -2.761, -1.481], [-1.320, -3.405, 1.290], [-2.175, -3.550, -0.227], [-2.600, -1.465, 0.934], [-1.897, -1.162, -0.520], [2.296, -4.093, 0.858], [0.747, -3.918, 1.653], [3.178, -2.151, 2.134], [2.470, -3.357, 3.174], [1.806, -1.034, 3.664], [0.495, -1.928, 3.327], [-0.467, -0.279, -1.983], [-0.857, -0.599, -3.408], [-1.734, 0.844, -4.068], [-0.977, 2.161, -4.184], [-0.354, 2.702, -2.896], [-1.369, 2.914, -1.787], [-0.647, 3.069, -0.142], [0.214, 1.824, 0.007], [0.475, 4.423, -0.375], [1.796, 4.219, -0.744], [2.621, 5.320, -0.913], [2.122, 6.603, -0.718], [0.800, 6.794, -0.342], [-0.032, 5.698, -0.159], [0.618, -0.513, -4.412], [0.557, -1.056, -5.689], [1.682, -1.002, -6.500], [2.855, -0.429, -6.026], [2.909, 0.092, -4.740], [1.786, 0.051, -3.927], [-2.626, 0.918, -3.440], [-2.084, 0.515, -5.051], [-1.682, 2.895, -4.585], [-0.196, 2.055, -4.939], [0.149, 3.644, -3.117], [0.400, 2.006, -2.532], [-2.022, 2.047, -1.660], [-2.004, 3.791, -1.940], [2.168, 3.213, -0.891], [3.655, 5.179, -1.200], [2.772, 7.457, -0.853], [0.418, 7.793, -0.182], [-1.061, 5.836, 0.155], [-0.351, -1.528, -6.050], [1.645, -1.420, -7.497], [3.731, -0.396, -6.660], [3.828, 0.532, -4.373], [1.801, 0.453, -2.922], [-4.375, -7.017, 3.668], [-3.570, -5.315, 3.651], [-2.229, -5.184, 3.988], [-1.631, -3.936, 3.952], [-2.377, -2.812, 3.607], [-3.724, -2.951, 3.284], [-4.320, -4.204, 3.301], [-1.717, -1.556, 3.525], [-2.305, -0.538, 3.998], [-1.696, 0.807, 3.962], [-2.153, 1.754, 4.867], [-1.542, 2.998, 4.920], [-0.498, 3.252, 4.052], [-0.128, 2.260, 3.156], [-0.704, 1.058, 3.090], [-1.658, -6.056, 4.277], [-0.587, -3.824, 4.222], [-4.310, -2.082, 3.004], [-5.364, -4.316, 3.042], [-3.261, -0.621, 4.521], [-2.969, 1.503, 5.531], [-1.874, 3.746, 5.628], [0.025, 4.198, 4.052], [0.676, 2.449, 2.452]], "nbo_charge": [1.789, -0.917, -0.235, -0.249, -0.528, -0.239, -0.235, -0.929, -0.246, -0.232, -0.930, 0.379, 0.391, 0.203, 0.208, 0.204, 0.223, 0.206, 0.218, 0.207, 0.209, 0.387, 0.395, 0.210, 0.211, 0.195, 0.206, 0.390, 0.399, -1.056, 1.268, -0.598, -0.415, -0.424, -0.590, 1.276, -1.103, -0.211, -0.228, -0.197, -0.175, -0.178, -0.239, -0.305, -0.199, -0.185, -0.176, -0.219, -0.169, 0.233, 0.257, 0.232, 0.235, 0.231, 0.223, 0.234, 0.248, 0.220, 0.232, 0.238, 0.237, 0.230, 0.232, 0.239, 0.237, 0.226, 0.208, 0.120, -0.091, -0.213, -0.246, 0.167, -0.270, -0.202, -0.461, 0.111, 0.129, -0.203, -0.135, -0.225, 0.042, -0.516, 0.244, 0.217, 0.220, 0.244, 0.187, 0.239, 0.245, 0.241, 0.200], "charge": 2, "total_energy_ha": -5849.29439, "e_above_lowest_kj_mol": 8.8}

***

Entry 2:
{"formula": "C34H45F11N4O4", "method": "ωB97M-V/def2-TZVPD", "species": ["O", "C", "O", "C", "C", "C", "N", "C", "C", "C", "C", "C", "C", "F", "F", "C", "F", "F", "C", "N", "C", "C", "F", "F", "C", "F", "F", "C", "F", "F", "F", "H", "H", "H", "H", "H", "H", "H", "H", "H", "C", "C", "C", "C", "C", "C", "N", "O", "C", "C", "C", "H", "H", "H", "H", "H", "H", "H", "H", "H", "H", "H", "H", "H", "H", "H", "H", "H", "H", "C", "C", "C", "C", "C", "C", "N", "O", "C", "C", "C", "H", "H", "H", "H", "H", "H", "H", "H", "H", "H", "H", "H", "H", "H", "H", "H", "H", "H"], "coordinates": [[3.372, -4.353, 3.747], [3.214, -3.123, 3.183], [3.723, -2.889, 1.815], [2.654, -3.199, 0.809], [2.346, -1.787, -0.034], [0.710, -1.490, 0.150], [-0.189, -2.664, -0.132], [-1.601, -2.225, 0.131], [-2.785, -3.381, -0.116], [-4.391, -3.116, 0.161], [-4.875, -1.642, 0.709], [-3.728, -0.466, 0.916], [-4.301, 0.998, 1.466], [-5.746, 0.907, 1.899], [-4.096, 2.039, 0.407], [-3.486, 1.545, 2.800], [-4.301, 2.482, 3.644], [-2.904, 0.467, 3.636], [-2.115, -0.765, 0.625], [-1.168, 0.378, 0.842], [0.271, 0.010, 0.604], [1.377, 1.244, 0.838], [2.335, 1.368, -0.317], [0.589, 2.533, 0.815], [2.117, 1.131, 2.299], [1.423, 0.043, 3.080], [3.561, 0.792, 2.242], [1.996, 2.495, 3.228], [2.603, 3.702, 2.610], [0.602, 2.727, 3.748], [2.821, 2.215, 4.462], [2.709, -2.264, 3.839], [1.734, -3.564, 1.437], [3.094, -4.046, 0.130], [2.638, -1.997, -1.152], [3.020, -0.975, 0.472], [-2.496, -4.458, -0.509], [-5.155, -4.006, -0.048], [-6.026, -1.481, 0.934], [-2.562, 2.171, 2.378], [8.749, 1.403, 3.351], [9.309, 2.438, 2.335], [9.569, 3.794, 3.048], [8.297, 4.585, 3.350], [7.437, 4.739, 2.100], [7.130, 3.388, 1.404], [8.361, 2.562, 1.176], [9.069, 3.138, 0.105], [6.102, 2.593, 2.252], [6.352, 3.679, 0.078], [10.697, 1.843, 1.923], [8.137, 0.642, 2.852], [9.549, 0.857, 3.865], [8.153, 1.863, 4.143], [10.220, 4.422, 2.424], [10.117, 3.629, 3.984], [7.730, 4.102, 4.149], [8.570, 5.577, 3.727], [6.503, 5.246, 2.373], [7.954, 5.412, 1.403], [5.933, 1.594, 1.834], [5.131, 3.103, 2.274], [6.387, 2.481, 3.296], [6.901, 4.343, -0.598], [5.396, 4.177, 0.284], [6.129, 2.749, -0.459], [10.578, 0.880, 1.411], [11.327, 1.673, 2.806], [11.270, 2.512, 1.272], [-8.591, -0.362, -4.733], [-7.381, -0.971, -3.969], [-6.318, -1.479, -4.981], [-6.703, -2.785, -5.676], [-7.097, -3.851, -4.659], [-8.193, -3.373, -3.672], [-7.868, -2.050, -3.045], [-6.867, -2.270, -2.080], [-9.555, -3.294, -4.412], [-8.428, -4.497, -2.610], [-6.769, 0.251, -3.208], [-9.512, -0.425, -4.140], [-8.446, 0.703, -4.952], [-8.768, -0.837, -5.700], [-5.361, -1.638, -4.464], [-6.125, -0.714, -5.743], [-7.514, -2.613, -6.386], [-5.852, -3.144, -6.266], [-7.435, -4.746, -5.197], [-6.198, -4.154, -4.105], [-10.333, -2.872, -3.765], [-9.895, -4.291, -4.718], [-9.523, -2.711, -5.330], [-7.514, -4.765, -2.068], [-8.782, -5.420, -3.085], [-9.185, -4.193, -1.876], [-7.476, 0.656, -2.474], [-6.517, 1.060, -3.905], [-5.837, 0.003, -2.688]], "lowdin_spin": [0.000, 0.000, 0.000, -0.002, -0.004, -0.060, 0.063, -0.039, 0.133, -0.100, 0.098, -0.123, -0.009, 0.000, -0.006, -0.003, 0.000, -0.001, 0.044, -0.062, 0.059, 0.005, 0.002, 0.001, 0.001, 0.001, 0.000, 0.000, 0.000, 0.000, 0.000, 0.000, 0.000, 0.000, -0.002, 0.000, 0.005, -0.005, 0.004, 0.000, 0.001, 0.021, 0.012, 0.001, 0.012, 0.022, 0.304, 0.621, 0.001, -0.001, -0.001, 0.001, 0.000, 0.000, 0.002, 0.001, 0.000, 0.001, 0.001, 0.003, 0.001, 0.000, 0.000, -0.001, 0.000, 0.000, 0.000, 0.000, -0.001, 0.001, 0.022, 0.013, 0.001, 0.013, 0.022, 0.315, 0.607, 0.001, -0.001, -0.001, 0.001, 0.000, 0.000, 0.002, 0.001, 0.000, 0.001, 0.001, 0.003, 0.001, 0.000, 0.000, -0.001, 0.000, 0.000, 0.000, 0.000, -0.001], "s2": 2.10, "total_energy_ha": -2940.21457, "spin_multiplicity": 3}

***

Entry 3:
{"formula": "C34H45F3N8O3OsSi", "method": "ωB97M-V/def2-TZVPD", "species": ["Os", "C", "Si", "C", "N", "C", "C", "C", "C", "C", "C", "C", "C", "C", "C", "C", "C", "C", "C", "C", "C", "C", "H", "H", "H", "H", "H", "H", "H", "H", "H", "H", "H", "H", "H", "H", "H", "H", "H", "H", "H", "H", "H", "H", "H", "H", "N", "N", "C", "N", "N", "N", "O", "O", "H", "H", "H", "H", "H", "F", "C", "F", "F", "C", "C", "C", "C", "C", "C", "C", "C", "H", "H", "H", "H", "C", "N", "C", "C", "O", "N", "C", "C", "H", "H", "H", "H", "H", "H", "H", "H", "H", "H", "H", "H"], "coordinates": [[-0.421, -0.825, -0.394], [1.126, -0.551, 0.958], [0.985, 1.155, 1.794], [-0.903, 1.397, 1.897], [-1.557, 1.309, 0.572], [-1.283, 2.535, -0.244], [-2.541, 3.288, -0.674], [-3.433, 3.564, 0.535], [-3.766, 2.257, 1.286], [-3.006, 1.062, 0.705], [1.871, 2.520, 0.884], [2.784, 2.284, -0.145], [3.514, 3.326, -0.699], [3.342, 4.621, -0.232], [2.435, 4.874, 0.791], [1.712, 3.831, 1.345], [1.681, 0.985, 3.523], [3.033, 1.261, 3.742], [3.584, 1.135, 5.008], [2.789, 0.740, 6.075], [1.442, 0.474, 5.877], [0.894, 0.592, 4.609], [0.972, -1.307, 1.732], [2.125, -0.688, 0.549], [-1.164, 2.336, 2.401], [-1.293, 0.583, 2.515], [-0.656, 2.274, -1.100], [-0.693, 3.220, 0.364], [-3.116, 2.744, -1.429], [-2.228, 4.226, -1.132], [-4.344, 4.065, 0.210], [-2.914, 4.259, 1.197], [-4.833, 2.036, 1.229], [-3.524, 2.354, 2.345], [-3.405, 0.814, -0.282], [-3.148, 0.196, 1.347], [2.926, 1.276, -0.522], [4.223, 3.130, -1.493], [3.922, 5.431, -0.654], [2.302, 5.882, 1.160], [1.026, 4.039, 2.162], [3.657, 1.587, 2.918], [4.632, 1.356, 5.163], [3.218, 0.643, 7.064], [0.816, 0.185, 6.712], [-0.163, 0.386, 4.469], [-1.669, 0.437, -2.670], [-2.255, -0.506, -3.511], [-2.163, -1.814, -3.224], [-2.660, -2.691, -4.081], [-1.553, -2.100, -2.069], [-1.315, -3.387, -1.692], [-1.806, -4.338, -2.271], [-0.605, -3.482, -0.697], [-2.313, 1.205, -2.528], [-0.810, 0.791, -3.080], [-2.611, -0.225, -4.413], [-3.066, -2.402, -4.956], [-2.583, -3.674, -3.867], [6.355, 0.956, -6.742], [6.080, -0.288, -6.325], [5.725, -1.005, -7.403], [7.201, -0.817, -5.829], [4.964, -0.276, -5.310], [3.736, 0.258, -5.686], [2.689, 0.269, -4.790], [2.868, -0.256, -3.503], [4.114, -0.781, -3.131], [5.158, -0.793, -4.037], [1.811, -0.305, -2.563], [0.909, -0.378, -1.732], [3.607, 0.657, -6.684], [1.731, 0.683, -5.074], [4.245, -1.186, -2.137], [6.117, -1.207, -3.760], [-0.453, -2.980, 3.089], [-1.850, -3.193, 2.734], [-2.704, -3.611, 3.844], [-2.320, -2.678, 1.585], [-1.711, -1.704, 1.031], [-3.424, -3.202, 1.028], [-3.891, -4.560, 1.297], [-4.135, -2.520, -0.042], [-0.144, -3.797, 3.739], [-0.301, -2.037, 3.622], [0.166, -3.008, 2.196], [-2.490, -2.976, 4.705], [-2.507, -4.647, 4.120], [-3.754, -3.497, 3.596], [-3.129, -5.129, 1.819], [-4.086, -5.049, 0.342], [-4.816, -4.563, 1.874], [-3.683, -1.555, -0.241], [-5.179, -2.373, 0.239], [-4.110, -3.127, -0.950]], "lowdin_spin": [2.953, 0.072, 0.035, 0.004, 0.159, 0.008, 0.001, 0.000, 0.006, 0.008, 0.004, 0.002, 0.000, 0.000, 0.001, 0.001, 0.008, 0.003, 0.000, 0.003, 0.000, 0.003, 0.015, 0.014, 0.002, 0.000, 0.002, 0.001, 0.000, 0.000, 0.000, 0.000, 0.001, 0.000, 0.001, 0.000, 0.002, 0.000, 0.000, 0.000, 0.000, 0.000, 0.000, 0.000, 0.000, 0.000, 0.040, 0.003, 0.006, 0.002, 0.034, 0.002, 0.004, 0.067, 0.000, 0.000, 0.001, 0.000, 0.000, 0.003, 0.004, 0.003, 0.000, 0.043, -0.007, 0.039, 0.028, 0.045, -0.005, 0.247, 0.006, -0.001, 0.002, 0.002, -0.001, 0.001, 0.007, 0.001, 0.010, 0.094, 0.008, 0.001, 0.000, 0.000, 0.000, 0.000, 0.000, 0.000, 0.000, 0.000, 0.000, 0.000, 0.000, 0.000, 0.000], "s2": 6.06, "charge": 2, "total_energy_ha": -2665.43765, "spin_multiplicity": 5, "e_above_lowest_kj_mol": 0.0}

***

Entry 4:
{"formula": "C34H46As3CuN2", "method": "ωB97M-V/def2-TZVPD", "species": ["Cu", "C", "As", "C", "C", "C", "C", "C", "C", "C", "As", "C", "C", "H", "H", "H", "H", "H", "H", "H", "H", "H", "H", "H", "H", "H", "H", "H", "H", "C", "C", "C", "C", "C", "C", "C", "C", "C", "C", "N", "C", "C", "C", "C", "C", "N", "H", "H", "H", "H", "H", "H", "H", "H", "H", "H", "H", "H", "H", "H", "H", "H", "H", "C", "As", "C", "C", "C", "C", "C", "C", "C", "C", "H", "H", "H", "H", "H", "H", "H", "H", "H", "H", "H", "H", "H"], "coordinates": [[0.058, -0.375, 0.310], [3.607, 0.381, 1.235], [2.375, 0.058, -0.226], [3.182, -1.486, -1.076], [2.754, 1.493, -1.485], [3.743, 1.254, -2.437], [4.063, 2.212, -3.386], [3.387, 3.419, -3.384], [2.408, 3.661, -2.434], [2.072, 2.720, -1.461], [0.602, 3.088, -0.189], [-0.097, 4.746, -0.955], [1.620, 3.934, 1.259], [4.609, 0.428, 0.813], [3.547, -0.422, 1.967], [3.369, 1.327, 1.711], [4.249, -1.351, -1.242], [2.682, -1.668, -2.026], [3.049, -2.346, -0.421], [4.274, 0.312, -2.465], [4.829, 2.008, -4.122], [3.617, 4.176, -4.122], [1.897, 4.614, -2.462], [-0.529, 4.550, -1.935], [0.656, 5.528, -1.028], [-0.892, 5.092, -0.295], [2.436, 4.545, 0.878], [1.988, 3.182, 1.951], [0.922, 4.562, 1.814], [-0.006, -0.356, -3.271], [-0.981, 0.605, -2.606], [-2.313, -0.003, -2.237], [-3.200, -0.291, -3.268], [-4.483, -0.734, -3.003], [-4.884, -0.916, -1.693], [-4.023, -0.692, -0.619], [-4.568, -0.973, 0.769], [-5.294, -2.311, 0.910], [-2.733, -0.208, -0.910], [-1.816, 0.120, 0.138], [-2.182, 0.928, 1.090], [-1.274, 1.187, 2.146], [-1.333, 1.934, 3.325], [-0.099, 1.750, 3.955], [0.649, 0.905, 3.133], [-0.051, 0.561, 2.041], [0.911, 0.162, -3.561], [-0.435, -0.805, -4.168], [0.264, -1.174, -2.599], [-1.175, 1.437, -3.291], [-0.522, 1.076, -1.738], [-2.886, -0.116, -4.291], [-5.175, -0.918, -3.815], [-5.894, -1.248, -1.490], [-5.285, -0.181, 1.013], [-3.790, -0.901, 1.526], [-6.101, -2.409, 0.185], [-5.737, -2.392, 1.903], [-4.630, -3.161, 0.774], [-3.161, 1.397, 1.054], [-2.169, 2.517, 3.679], [0.220, 2.167, 4.897], [1.658, 0.549, 3.291], [-1.870, -3.318, 0.455], [-0.055, -2.800, 0.062], [0.899, -3.526, 1.590], [0.445, -3.956, -1.441], [0.098, -5.392, -1.196], [-1.141, -5.894, -1.588], [-1.480, -7.213, -1.329], [-0.585, -8.046, -0.674], [0.654, -7.558, -0.287], [0.993, -6.238, -0.547], [-1.933, -4.390, 0.635], [-2.500, -3.039, -0.389], [-2.191, -2.764, 1.335], [0.666, -4.584, 1.698], [0.572, -2.980, 2.474], [1.974, -3.401, 1.471], [1.515, -3.822, -1.603], [-0.071, -3.563, -2.317], [-1.842, -5.252, -2.110], [-2.443, -7.594, -1.645], [-0.849, -9.077, -0.474], [1.362, -8.208, 0.211], [1.970, -5.869, -0.256]], "lowdin_spin": [0.585, 0.005, 0.064, 0.006, 0.022, 0.006, 0.001, 0.001, 0.000, 0.001, 0.007, 0.003, 0.001, 0.001, 0.000, 0.000, 0.001, 0.000, 0.000, 0.001, 0.000, 0.000, 0.000, 0.000, 0.000, 0.000, 0.000, 0.000, 0.000, 0.000, 0.004, 0.005, -0.001, 0.007, -0.001, 0.006, 0.001, 0.000, 0.003, 0.068, 0.003, 0.000, 0.013, 0.003, 0.017, 0.064, 0.000, 0.000, 0.000, 0.000, 0.003, 0.000, 0.000, 0.000, 0.000, 0.000, 0.000, 0.000, 0.000, 0.002, 0.001, 0.000, 0.001, 0.008, 0.052, 0.016, 0.007, 0.002, 0.001, 0.000, 0.002, 0.000, 0.001, 0.002, 0.000, 0.000, 0.003, 0.000, 0.000, 0.000, 0.000, 0.000, 0.000, 0.000, 0.000, 0.000], "s2": 0.76, "charge": 1, "total_energy_ha": -9780.27630, "spin_multiplicity": 2, "e_above_lowest_kj_mol": 35.5}